w:
ORCA calculation (the ωB97M-V functional and the def2-TZVPD basis) on a cluster of 2 separate species, C6H16N in total.

Orbital gap: 9.520 eV
Net charge: +1
LUMO level: -4.12 eV

Atoms and positions in Å:
C (2.46343, -1.43495, -1.48823)
C (1.58405, -2.12586, -0.44567)
C (1.44132, -0.66586, -2.33495)
C (0.61583, -1.01117, -0.02990)
C (0.35574, -0.20410, -1.32826)
H (3.08143, -2.13417, -2.08372)
H (3.14844, -0.72843, -0.98124)
H (2.15109, -2.54799, 0.40623)
H (1.02879, -2.95527, -0.92442)
H (0.99643, -1.35699, -3.07647)
H (1.89180, 0.17915, -2.89036)
H (1.11193, -0.36600, 0.72050)
H (-0.31707, -1.39828, 0.42318)
H (0.42974, 0.88315, -1.13368)
H (-0.65714, -0.40659, -1.72641)
C (-2.05845, 2.27821, 2.71447)
N (-2.77913, 1.78593, 1.49856)
H (-1.23472, 2.95224, 2.42503)
H (-1.63689, 1.43002, 3.27969)
H (-2.75020, 2.83047, 3.37257)
H (-3.17856, 2.58231, 0.96207)
H (-2.13082, 1.26435, 0.87465)
H (-3.55704, 1.14975, 1.76639)



x:
ORCA calculation (the ωB97M-V functional and the def2-TZVPD basis) on a cluster of 2 separate species, C6H16N in total.

Orbital gap: 8.239 eV
Net charge: +1
LUMO level: -6.73 eV

Atoms and positions in Å:
C (2.07558, -0.11859, 0.47665)
C (0.76762, 0.13392, -0.29137)
C (-0.51831, 0.41352, 0.29834)
C (-1.73290, -0.12394, -0.28824)
C (-2.78909, 0.94946, -0.65322)
C (-2.33206, -1.28699, 0.55403)
N (1.00799, 1.09038, -1.41714)
H (2.25572, 0.63752, 1.24318)
H (1.96557, -1.07687, 0.94457)
H (2.85480, -0.23209, -0.27044)
H (0.65234, -0.79005, -0.84802)
H (6.42063, -1.42032, 2.07889)
H (-0.59998, 1.12124, 1.13150)
H (-1.38130, -0.44804, -1.27261)
H (-2.39832, 1.97284, -0.62802)
H (-3.57830, 0.98951, 0.09740)
H (-3.13760, 0.79693, -1.67082)
H (-1.53461, -1.86835, 1.02421)
H (-2.88051, -0.83349, 1.37966)
H (-2.96375, -1.86477, -0.10472)
H (0.66541, 2.01229, -1.16325)
H (6.61224, -0.82181, 1.64962)
H (0.56882, 0.76770, -2.27021)



w is preferred energetically. Next in line: 0.1203 hartree higher.



w:
ORCA calculation (the ωB97M-V functional and the def2-TZVPD basis) on the ion C6H16N with charge +1.

Orbital gap: 11.126 eV
SMILES: CCCCCC[NH3+]
Net charge: +1
LUMO level: -3.61 eV

Atoms and positions in Å:
C (-2.22734, -1.60646, 0.40522)
C (-1.32750, -0.40397, 0.60577)
C (-1.25124, 0.53830, -0.61564)
C (0.01161, 0.32438, -1.46057)
C (1.24024, 1.00596, -0.83934)
C (1.43470, 0.89186, 0.65289)
N (1.91865, -0.48405, 1.03395)
H (-2.31718, -2.27966, 1.20949)
H (-3.24533, -1.23290, 0.20394)
H (-2.15549, -2.14948, -0.55259)
H (-0.35746, -0.79081, 0.81433)
H (-1.67848, 0.12000, 1.47208)
H (-2.05610, 0.21785, -1.26244)
H (-1.30123, 1.57569, -0.27656)
H (0.14623, -0.75277, -1.44437)
H (-0.22156, 0.85035, -2.38340)
H (2.16993, 0.74800, -1.35782)
H (1.14163, 2.03611, -1.04402)
H (0.52486, 1.05276, 1.21966)
H (2.15662, 1.63476, 0.99089)
H (2.88696, -0.61853, 0.75475)
H (1.95539, -0.56243, 2.04202)
H (1.37150, -1.19606, 0.57158)



x:
ORCA calculation (the ωB97M-V functional and the def2-TZVPD basis) on a cluster of 2 separate species, C6H16N in total.

Orbital gap: 9.165 eV
Net charge: +1
LUMO level: -3.32 eV

Atoms and positions in Å:
C (-0.53884, 1.23586, 0.69527)
C (0.89135, 1.16538, 0.16882)
C (1.26846, 2.37267, -0.63642)
C (2.50921, 2.77415, -0.83666)
H (-1.26403, 0.96657, -0.08491)
H (-0.70976, 0.59411, 1.56532)
H (-0.84234, 2.23116, 1.01294)
H (1.00022, 0.27292, -0.46017)
H (1.59566, 1.02398, 0.98985)
H (0.45866, 2.94544, -1.08248)
H (2.74053, 3.64281, -1.43209)
H (3.33649, 2.22451, -0.40470)
C (-0.50263, -2.31065, 1.23095)
N (-1.58047, -1.88882, 0.28429)
C (-1.36994, -2.37893, -1.10954)
H (-0.83339, -2.14378, 2.25300)
H (-0.30029, -3.36716, 1.08280)
H (0.38982, -1.73405, 1.01524)
H (-1.56366, -0.86027, 0.25310)
H (-2.50548, -2.14306, 0.62865)
H (-0.47739, -1.90846, -1.51197)
H (-2.22741, -2.10818, -1.71685)
H (-1.21708, -3.45527, -1.09013)



w is preferred energetically. Next in line: 0.0141 hartree higher.



w:
ORCA calculation (the ωB97M-V functional and the def2-TZVPD basis) on a cluster of 2 separate species, H2N2O3S in total.

Orbital gap: 8.924 eV
LUMO level: -1.03 eV

Atoms and positions in Å:
N (0.38616, 1.05189, -0.26481)
N (0.94679, 0.07801, -0.12031)
O (-3.34122, 0.51959, 0.74152)
O (-1.69254, -1.21595, 0.21929)
O (2.41837, -0.13705, 0.06783)
S (-2.39910, -0.00955, -0.18052)
H (0.67750, -0.89519, -0.30847)
H (3.00404, 0.60825, -0.15453)



x:
ORCA calculation (the ωB97M-V functional and the def2-TZVPD basis) on a cluster of 2 separate species, H2N2O3S in total.

Orbital gap: 7.411 eV
SMILES: O=[N+]([O-])O.N=S
LUMO level: -2.01 eV

Atoms and positions in Å:
O (2.56778, 0.78877, 0.01934)
N (1.49680, 0.28682, -0.02860)
O (1.19230, -0.72792, -0.60275)
O (0.53514, 0.94995, 0.63894)
H (-0.40160, 0.57661, 0.49432)
N (-1.71714, -0.19846, 0.01251)
S (-1.19575, -1.65129, 0.10862)
H (-2.47753, -0.02449, -0.64237)



w is preferred energetically. Next in line: 0.0794 hartree higher.



w:
ORCA calculation (the ωB97M-V functional and the def2-TZVPD basis) on a cluster of 2 separate species, H2NO3S in total.

Orbital gap (alpha / beta): 8.858 / 6.418 eV
Net charge: -1
LUMO level (alpha / beta): 3.73 / 2.87 eV

Atoms and positions in Å:
N (-2.15086, -0.15579, -0.62088)
O (1.17562, -0.08853, -0.99926)
O (2.07197, 1.54148, 0.60189)
O (1.23401, -0.62825, 1.43059)
S (1.14993, 0.42097, 0.34988)
H (-1.88767, -0.22518, 0.41054)
H (-1.59300, -0.86470, -1.17276)



x:
ORCA calculation (the ωB97M-V functional and the def2-TZVPD basis) on a cluster of 2 separate species, H2NO3S in total.

Orbital gap: 7.029 eV
Net charge: -1
LUMO level: 4.00 eV

Atoms and positions in Å:
N (1.61530, 0.86460, -0.80281)
O (1.71686, 0.93457, 0.70543)
O (0.45652, -1.28734, 0.02323)
O (-2.19392, -0.12495, 0.15072)
S (1.75611, -0.53563, -0.02955)
H (-2.13191, 0.53419, -0.47563)
H (-1.21895, -0.38544, 0.42861)



w is preferred energetically. Next in line: 0.0265 hartree higher.



w:
ORCA calculation (the ωB97M-V functional and the def2-TZVPD basis) on a cluster of 2 separate species, C6H16 in total.

Orbital gap: 11.976 eV
SMILES: CCC.CCC
LUMO level: 1.21 eV

Atoms and positions in Å:
C (-4.52599, 1.63416, -1.68868)
C (-4.22867, 2.01227, -0.18495)
C (-4.23357, 3.54788, 0.04831)
H (-5.18122, 2.29054, -2.29225)
H (-4.96478, 0.61806, -1.74494)
H (-3.69478, 1.71553, -2.29989)
H (-3.17248, 1.53068, 0.05917)
H (-5.09142, 1.60196, 0.41586)
H (-4.94312, 3.99553, -0.53592)
H (-4.52016, 3.72448, 1.09831)
H (-3.20196, 3.84227, -0.38932)
C (3.50550, -3.55093, 0.78677)
C (4.63653, -2.58344, 0.33586)
C (4.80823, -1.09688, 0.93195)
H (2.88134, -3.82035, -0.04710)
H (2.84921, -3.27437, 1.70040)
H (3.92219, -4.64897, 1.19231)
H (4.49422, -2.49461, -0.73311)
H (5.76835, -2.87827, 0.27400)
H (5.79291, -0.71899, 0.50054)
H (4.16260, -0.45855, 0.55557)
H (4.93706, -0.98803, 2.01713)



x:
ORCA calculation (the ωB97M-V functional and the def2-TZVPD basis) on a cluster of 2 separate species, C6H16 in total.

Orbital gap: 12.054 eV
SMILES: CC(C)C.CC
LUMO level: 1.10 eV

Atoms and positions in Å:
C (-2.32000, -1.12661, 1.27807)
C (-1.22774, -0.42455, 0.44250)
C (-0.44747, -1.47646, -0.37454)
C (-1.85453, 0.76896, -0.36432)
H (-3.23258, -1.30087, 0.64893)
H (-2.72193, -0.48974, 2.07575)
H (-1.95835, -2.09361, 1.63436)
H (-0.50317, -0.07490, 1.18724)
H (0.31814, -1.93291, 0.28685)
H (-1.01069, -2.35270, -0.70521)
H (0.08866, -1.02583, -1.19043)
H (-1.66149, 0.53599, -1.41689)
H (-2.91826, 0.84528, -0.24665)
H (-1.24996, 1.63973, -0.08858)
C (2.07064, 1.37363, -0.50530)
C (3.47567, 0.77341, -0.41204)
H (1.98130, 2.22791, 0.17408)
H (1.85430, 1.51987, -1.56915)
H (1.20622, 0.81701, -0.03842)
H (3.64425, 0.49747, 0.62844)
H (3.82445, 0.12915, -1.22334)
H (4.14867, 1.63935, -0.48351)



x is preferred energetically. Next in line: 0.0557 hartree higher.



w:
ORCA calculation (the ωB97M-V functional and the def2-TZVPD basis) on a cluster of 2 separate species, C6H16 in total.

Orbital gap: 12.136 eV
SMILES: CCC.CCC
LUMO level: 1.12 eV

Atoms and positions in Å:
C (-2.84840, 1.20525, 0.59272)
C (-1.65504, 0.32997, 0.60218)
C (-1.81434, -0.63859, -0.50718)
H (-3.54906, 0.73315, 1.35044)
H (-3.35312, 1.21805, -0.33287)
H (-2.61566, 2.18498, 0.94455)
H (-0.84584, 0.96067, 0.32606)
H (-1.58855, -0.10169, 1.62306)
H (-2.87428, -1.04276, -0.52685)
H (-1.55537, -0.12681, -1.47112)
H (-1.06130, -1.45481, -0.57178)
C (1.42457, -1.00394, 0.58080)
C (1.71450, 0.14020, -0.34781)
C (3.16823, 0.08297, -0.89254)
H (0.71821, -0.95484, 1.36952)
H (1.18788, -1.91571, 0.09128)
H (2.31708, -1.42958, 1.17294)
H (1.08438, -0.01468, -1.29422)
H (1.57140, 1.09489, 0.16912)
H (3.54864, -0.92911, -0.94003)
H (3.28639, 0.54272, -1.91559)
H (3.79212, 0.54037, -0.16353)



x:
ORCA calculation (the ωB97M-V functional and the def2-TZVPD basis) on a cluster of 2 separate species, C6H16 in total.

Orbital gap: 11.836 eV
SMILES: CCC.CCC
LUMO level: 1.06 eV

Atoms and positions in Å:
C (-0.97853, -1.35984, -1.58586)
C (-1.53014, -0.27342, -2.52078)
C (-2.49348, 0.71791, -1.86015)
H (-1.14374, -1.03200, -0.56680)
H (0.14029, -1.18875, -1.48752)
H (-1.25030, -2.34206, -1.75735)
H (-0.57947, 0.26975, -2.79612)
H (-1.91864, -0.62143, -3.48399)
H (-2.43264, 1.75047, -2.30283)
H (-3.44903, 0.29730, -2.05876)
H (-2.31155, 0.74285, -0.79099)
C (1.48400, -0.83597, 2.47384)
C (1.91546, 0.61043, 2.47715)
C (1.62058, 1.12799, 1.03430)
H (0.41356, -0.83166, 2.26520)
H (1.92451, -1.43789, 1.65725)
H (1.78160, -1.43162, 3.32988)
H (1.51213, 1.32281, 3.17800)
H (3.05707, 0.67164, 2.58408)
H (0.93017, 0.49904, 0.46376)
H (1.02448, 2.08681, 0.99605)
H (2.46548, 1.57223, 0.52437)



y:
ORCA calculation (the ωB97M-V functional and the def2-TZVPD basis) on a cluster of 2 separate species, C6H16 in total.

Orbital gap: 12.610 eV
SMILES: CCC.CCC
LUMO level: 1.31 eV

Atoms and positions in Å:
C (3.86486, 2.80713, 1.95862)
C (4.61314, 1.85744, 2.89052)
C (6.11815, 1.80624, 2.67049)
H (4.39510, 3.76761, 1.97541)
H (2.86349, 3.06965, 2.31325)
H (3.70726, 2.43993, 0.94179)
H (4.12867, 0.87884, 2.92158)
H (4.40691, 2.23973, 3.89358)
H (6.57970, 1.28010, 3.50703)
H (6.36044, 1.29573, 1.73321)
H (6.49699, 2.81796, 2.54639)
C (-5.33902, -2.06319, -1.28353)
C (-4.58226, -2.71668, -2.47631)
C (-4.69116, -1.78138, -3.70615)
H (-5.10619, -1.01306, -1.08810)
H (-5.10113, -2.54138, -0.33047)
H (-6.41154, -2.19169, -1.39509)
H (-5.19019, -3.60428, -2.60927)
H (-3.54012, -2.83384, -2.20114)
H (-4.99755, -0.76709, -3.43360)
H (-3.71742, -1.67668, -4.17342)
H (-5.39887, -2.12578, -4.46205)



z:
ORCA calculation (the ωB97M-V functional and the def2-TZVPD basis) on a cluster of 2 separate species, C6H16 in total.

Orbital gap: 11.724 eV
SMILES: CCC.CCC
LUMO level: 1.05 eV

Atoms and positions in Å:
C (-1.23836, 2.37332, 1.42574)
C (-0.04348, 3.06199, 0.68205)
C (1.22138, 2.10479, 0.56185)
H (-1.32781, 1.32200, 1.25092)
H (-2.13695, 2.72975, 0.89098)
H (-1.25993, 2.56941, 2.46288)
H (-0.25348, 3.64121, -0.25449)
H (0.38625, 3.79439, 1.21466)
H (1.34195, 1.48865, 1.42668)
H (0.99532, 1.45164, -0.29450)
H (2.13358, 2.68374, 0.29277)
C (1.04213, -2.58065, -1.68423)
C (0.21682, -2.11902, -0.48943)
C (-1.19951, -2.62470, -0.45211)
H (1.84599, -1.84796, -1.81756)
H (1.71956, -3.39672, -1.49445)
H (0.52013, -2.83359, -2.64381)
H (0.72202, -2.48107, 0.53607)
H (0.06470, -0.94213, -0.50617)
H (-1.88244, -2.05171, 0.27046)
H (-1.79925, -2.68081, -1.32480)
H (-1.06860, -3.66252, -0.05350)



y is preferred energetically. Next in line: 0.0250 hartree higher.



w:
ORCA calculation (the ωB97M-V functional and the def2-TZVPD basis) on a cluster of 2 separate species, C6H16 in total.

Orbital gap: 12.141 eV
SMILES: CCC.CCC
LUMO level: 1.13 eV

Atoms and positions in Å:
C (0.72848, 0.46744, -2.12382)
C (-0.64348, 0.04134, -2.62126)
C (-0.84130, -1.46986, -2.44612)
H (0.97599, 1.49009, -2.39234)
H (1.56560, -0.15096, -2.47572)
H (0.83310, 0.25565, -1.05621)
H (-1.41595, 0.63742, -2.15136)
H (-0.66627, 0.14468, -3.71048)
H (0.04200, -2.09223, -2.51956)
H (-1.32519, -1.60816, -1.47364)
H (-1.58872, -1.84823, -3.14933)
C (-0.83258, 1.15699, 2.25632)
C (0.40291, 0.49608, 2.87217)
C (1.06254, -0.63523, 2.10745)
H (-1.14463, 2.01440, 2.83996)
H (-0.57620, 1.45081, 1.24146)
H (-1.71766, 0.51343, 2.17205)
H (1.06117, 1.37686, 2.91443)
H (0.34108, 0.34662, 3.95656)
H (1.11047, -0.27001, 1.07996)
H (2.09066, -0.73629, 2.44268)
H (0.53798, -1.58083, 2.23680)



x:
ORCA calculation (the ωB97M-V functional and the def2-TZVPD basis) on a cluster of 2 separate species, C6H16 in total.

Orbital gap: 11.696 eV
SMILES: CCC.CCC
LUMO level: 1.12 eV

Atoms and positions in Å:
C (0.16719, -2.35669, 1.14400)
C (-0.91390, -1.27813, 1.03039)
C (-1.97414, -1.93410, 0.00813)
H (0.83124, -2.37686, 2.12876)
H (-0.13082, -3.41973, 1.06830)
H (0.89074, -2.21368, 0.49367)
H (-0.48048, -0.24299, 0.90687)
H (-1.51086, -1.03758, 1.95003)
H (-2.82445, -1.22804, -0.14427)
H (-2.28274, -2.80952, 0.50193)
H (-1.61027, -2.10571, -0.98058)
C (1.83023, 1.00782, -0.34045)
C (0.55274, 1.52150, -0.99460)
C (0.30051, 3.04701, -0.80058)
H (1.57316, 0.07160, -0.00697)
H (2.65079, 0.95872, -1.06439)
H (2.18526, 1.55530, 0.51022)
H (0.81686, 1.47094, -2.15150)
H (-0.41890, 0.99327, -0.99545)
H (0.83851, 3.59875, 0.01779)
H (0.49453, 3.53414, -1.75698)
H (-0.79831, 3.20692, -0.75878)



w is preferred energetically. Next in line: 0.0513 hartree higher.



w:
ORCA calculation (the ωB97M-V functional and the def2-TZVPD basis) on an isolated molecule of C6H8O2.

Orbital gap: 10.454 eV
SMILES: C#C[C@@H]1OC[C@H](C)O1
LUMO level: 0.90 eV

Atoms and positions in Å:
C (-2.25996, -1.86976, -0.22315)
C (-1.99402, -0.70945, -0.11147)
C (-1.54675, 0.59691, 0.40529)
O (-1.01699, 1.41004, -0.52775)
C (0.25411, 1.02531, -0.87258)
C (0.95760, 0.58779, 0.45023)
C (1.81166, -0.60898, 0.27272)
O (-0.11810, 0.36875, 1.32028)
H (-2.49433, -2.82088, -0.44283)
H (-2.17655, 1.27787, 1.06782)
H (0.61375, 1.97846, -1.33238)
H (0.21413, 0.02790, -1.45427)
H (1.38279, 1.57708, 0.79739)
H (1.29933, -1.51894, 0.16531)
H (2.50699, -0.74994, 1.02893)
H (2.56635, -0.57216, -0.54353)



x:
ORCA calculation (the ωB97M-V functional and the def2-TZVPD basis) on a cluster of 2 separate species, C6H8O2 in total.

Orbital gap: 6.858 eV
LUMO level: -0.27 eV

Atoms and positions in Å:
C (0.90982, 0.31923, -0.71938)
C (1.02262, 1.79534, -0.68163)
C (-0.30898, 1.36439, -0.02507)
C (-0.73119, -0.83622, 0.33739)
C (-1.74077, -1.44295, 1.20307)
C (0.87273, -0.63433, 0.38024)
H (-0.07254, -1.46314, -1.64014)
H (1.39856, 2.40281, 0.04066)
H (0.90694, 2.18294, -1.76234)
H (-0.18319, 1.61177, 0.95048)
H (-2.79065, -1.18709, 0.81731)
H (-1.33695, -2.43788, 1.64917)
H (1.45519, -0.31342, 1.44023)
H (1.36806, -1.60022, -0.02304)
O (0.52144, -0.26376, -1.76588)
O (-1.29111, 0.50253, -0.20107)



w is preferred energetically. Next in line: 0.1898 hartree higher.